[1]
13
Properties=species:S:1:pos:R:3 method="wB97M-V/def2-TZVPD" smiles="[H]/N=C/OCCC#N" total_charge=0 e_above_lowest_kcal_mol=40.0 multiplicity=1 homo_energy_ha=-0.3886
H -2.24 1.53 -1.21
N -1.96 0.56 -1.09
C -1.49 0.46 0.07
O -1.01 -0.71 0.58
C 0.20 -1.19 0.01
C 1.40 -0.39 0.54
C 1.61 0.88 -0.17
N 1.78 1.87 -0.75
H -1.43 1.28 0.80
H 0.15 -1.18 -1.08
H 0.29 -2.23 0.35
H 1.23 -0.18 1.60
H 2.32 -0.98 0.46



[2]
16
Properties=species:S:1:pos:R:3 method="wB97M-V/def2-TZVPD" smiles=CC.CC total_charge=0 e_above_lowest_kcal_mol=19.9 multiplicity=1 homo_energy_ha=-0.4214
C 0.34 -2.07 1.48
C 0.71 -0.55 1.50
H 0.80 -2.74 0.77
H 0.52 -2.43 2.49
H -0.75 -2.15 1.44
H 1.00 -0.19 0.52
H 1.34 -0.31 2.35
H -0.26 -0.06 1.57
C -0.81 1.40 -0.81
C -0.13 1.26 -2.18
H -0.24 2.02 -0.12
H -1.72 2.02 -0.82
H -1.01 0.38 -0.52
H 0.93 1.46 -2.00
H -0.47 1.74 -3.09
H -0.24 0.23 -2.56



[3]
68
Properties=species:S:1:pos:R:3 method="wB97M-V/def2-TZVPD" total_charge=+2 e_above_lowest_kcal_mol=43.8 multiplicity=1 homo_energy_ha="-0.5013 / -0.5013"
Pt 0.13 0.32 0.06
C 2.08 -1.41 -1.47
N 1.67 0.02 -1.57
C 2.87 0.86 -1.26
C 3.03 1.15 0.21
C 2.28 2.39 0.60
N 0.84 2.23 0.31
C 0.15 3.33 0.37
C -1.22 3.56 0.19
C -1.70 4.89 0.35
C -3.02 5.18 0.22
C -3.93 4.14 -0.05
C -3.51 2.85 -0.21
C -2.14 2.53 -0.13
O -1.76 1.32 -0.41
C 1.08 0.30 -2.92
C -0.41 0.52 -2.93
C -1.18 -0.70 -2.50
N -0.89 -1.10 -1.10
C -1.65 -1.97 -0.55
C -1.39 -2.56 0.72
C -2.31 -3.49 1.25
C -2.04 -4.15 2.42
C -0.83 -3.91 3.07
C 0.08 -3.00 2.56
C -0.18 -2.31 1.38
O 0.76 -1.48 0.92
H 2.87 -1.59 -2.20
H 1.24 -2.06 -1.69
H 2.44 -1.63 -0.48
H 2.79 1.78 -1.84
H 3.76 0.34 -1.62
H 4.08 1.28 0.46
H 2.68 0.29 0.80
H 2.66 3.25 0.05
H 2.42 2.59 1.67
H 0.73 4.23 0.59
H -0.99 5.68 0.59
H -3.37 6.20 0.34
H -4.99 4.37 -0.15
H -4.19 2.04 -0.42
H 1.34 -0.53 -3.58
H 1.56 1.19 -3.34
H -0.72 0.79 -3.94
H -0.66 1.37 -2.30
H -0.91 -1.55 -3.14
H -2.25 -0.53 -2.62
H -2.51 -2.35 -1.10
H -3.23 -3.68 0.72
H -2.75 -4.86 2.82
H -0.61 -4.44 3.99
H 1.04 -2.83 3.04
N -0.52 0.60 2.03
C -0.46 0.39 3.17
N -0.40 0.23 4.45
C 0.59 0.95 5.28
C 1.41 -0.08 6.04
O 0.56 -0.91 6.80
C -0.33 -1.66 5.98
C -1.24 -0.73 5.18
H 0.04 1.58 5.98
H 1.21 1.58 4.65
H 2.07 0.42 6.75
H 2.00 -0.67 5.34
H -0.92 -2.28 6.64
H 0.24 -2.30 5.30
H -1.88 -0.17 5.87
H -1.86 -1.29 4.48



[4]
13
Properties=species:S:1:pos:R:3 method="wB97M-V/def2-TZVPD" smiles="C[C@@H](O)C(N)=O" total_charge=0 e_above_lowest_kcal_mol=59.8 multiplicity=1 homo_energy_ha=-0.3537
C 0.47 1.18 -1.30
C 0.58 0.07 0.13
O 1.11 0.04 1.48
C -0.83 -0.42 0.05
N -1.44 -1.00 1.11
O -1.45 -0.20 -0.98
H 0.90 0.56 -2.11
H 1.08 2.03 -1.08
H -0.47 1.54 -1.77
H 1.30 -0.61 -0.32
H 0.70 0.63 2.13
H -0.93 -1.47 1.83
H -2.39 -1.26 0.92



[5]
74
Properties=species:S:1:pos:R:3 method="wB97M-V/def2-TZVPD" total_charge=+1 multiplicity=1 homo_energy_ha=-0.4150
C 4.22 0.02 3.21
C 4.03 0.96 1.95
F 4.94 2.04 2.15
C 2.56 1.58 1.91
N 1.50 0.58 1.73
C 1.88 -0.68 1.01
C 0.24 0.65 2.12
N -0.80 -0.26 2.02
C -1.96 0.18 2.58
C -3.33 -0.54 2.72
F -4.24 0.35 3.26
F -3.19 -1.61 3.60
C -3.72 -1.13 1.32
C -4.71 -0.24 0.47
Si -3.91 0.63 -1.02
C -3.10 2.29 -0.55
C -5.32 1.02 -2.26
C -2.63 -0.40 -1.96
C -1.27 0.16 -2.14
C -0.22 -0.57 -2.86
C -0.47 -1.89 -3.46
C -1.82 -2.44 -3.28
C -2.87 -1.71 -2.56
N -1.63 1.44 3.04
N -0.35 1.74 2.76
C 0.05 3.10 3.18
C 0.16 4.01 1.88
C 1.48 4.90 1.80
N 1.75 5.23 0.37
H 4.11 -1.07 2.95
H 5.15 0.25 3.78
H 3.34 0.24 3.89
H 4.33 0.48 0.99
H 2.58 2.36 1.10
H 2.50 2.15 2.88
H 2.39 -1.41 1.69
H 2.55 -0.44 0.14
H 0.98 -1.18 0.57
H -2.76 -1.31 0.75
H -4.17 -2.14 1.48
H -5.49 -0.94 0.06
H -5.27 0.54 1.05
H -2.26 2.11 0.18
H -2.66 2.78 -1.45
H -3.84 3.03 -0.13
H -4.94 1.48 -3.21
H -5.86 0.08 -2.59
H -6.09 1.73 -1.82
H -0.98 1.17 -1.75
H 0.80 -0.12 -2.97
H 0.35 -2.44 -3.99
H -2.02 -3.45 -3.72
H -3.90 -2.15 -2.45
H -2.33 2.00 3.53
H 0.95 3.15 3.85
H -0.80 3.53 3.78
H -0.71 4.73 1.88
H 0.04 3.41 0.93
H 2.37 4.43 2.29
H 1.21 5.89 2.27
H 1.88 4.34 -0.12
H 0.89 5.64 -0.01
C 1.95 -4.67 -3.12
C 2.47 -5.76 -2.57
C 3.93 -6.03 -2.64
O 4.41 -7.03 -2.13
C 4.78 -5.05 -3.35
C 4.25 -3.96 -3.91
C 2.80 -3.68 -3.83
O 2.32 -2.68 -4.34
H 0.89 -4.45 -3.08
H 1.87 -6.49 -2.04
H 5.84 -5.26 -3.39
H 4.86 -3.23 -4.43



[6]
30
Properties=species:S:1:pos:R:3 method="wB97M-V/def2-TZVPD" total_charge=-1 multiplicity=1 homo_energy_ha=-0.1618
O -0.44 2.10 -1.07
P 0.13 1.89 0.46
I -1.61 3.06 1.76
As 2.07 3.29 0.55
F 3.65 4.23 0.53
H 0.10 2.77 -1.53
H 1.58 4.10 1.80
H 2.71 2.19 1.49
H 2.62 2.46 -0.70
H 1.38 4.35 -0.41
C -6.07 2.02 2.17
Br -5.89 2.26 0.27
Br -5.09 0.49 2.78
Br -5.58 3.62 3.13
H -7.11 1.84 2.38
C -0.67 -2.30 2.24
Br -1.19 -2.31 4.10
Br -1.90 -1.28 1.18
Br 1.14 -1.68 2.03
H -0.71 -3.32 1.90
C 1.44 -0.75 -3.51
Br 0.43 -0.29 -5.09
Br 2.18 0.80 -2.64
Br 0.38 -1.79 -2.28
H 2.26 -1.37 -3.83
C 2.77 -5.25 -1.64
Br 2.07 -4.28 -0.14
Br 4.58 -4.74 -2.03
Br 2.60 -7.16 -1.41
H 2.17 -4.98 -2.50



[7]
93
Properties=species:S:1:pos:R:3 method="wB97M-V/def2-TZVPD" total_charge=+2 multiplicity=3 homo_energy_ha="-0.5164 / -0.5140"
V 1.44 1.10 1.21
C -5.16 -1.17 -0.39
C -4.82 0.09 -1.20
C -4.59 -0.29 -2.68
C -6.00 1.06 -1.13
C -3.53 0.69 -0.65
C -2.38 -0.02 -0.66
C -1.20 0.56 -0.13
N 0.04 0.07 -0.10
C 0.52 -1.07 -0.66
C -0.04 -1.83 -1.71
C 0.58 -2.99 -2.09
C 1.74 -3.37 -1.37
C 2.36 -2.66 -0.35
C 1.76 -1.44 -0.05
O 2.24 -0.52 0.80
C 3.63 -3.24 0.28
C 4.07 -2.54 1.57
C 4.77 -3.13 -0.75
C 3.39 -4.72 0.63
C 0.03 -3.81 -3.25
C 0.10 -2.96 -4.53
C -1.43 -4.17 -2.96
C 0.82 -5.10 -3.47
C -1.24 1.86 0.54
O -0.14 2.23 1.12
C -2.44 2.63 0.50
C -3.50 2.03 -0.10
C -2.52 4.03 1.11
C -3.92 4.62 0.97
C -1.55 4.95 0.35
C -2.19 3.97 2.61
H -6.08 -1.61 -0.78
H -5.32 -0.93 0.66
H -4.37 -1.92 -0.46
H -5.51 -0.72 -3.08
H -3.80 -1.03 -2.78
H -4.33 0.58 -3.28
H -6.88 0.58 -1.54
H -5.83 1.97 -1.71
H -6.24 1.34 -0.10
H -2.36 -1.04 -1.01
H -0.90 -1.47 -2.25
H 2.22 -4.30 -1.67
H 4.44 -1.54 1.38
H 4.89 -3.12 2.01
H 3.27 -2.50 2.31
H 4.97 -2.09 -1.00
H 4.52 -3.66 -1.67
H 5.68 -3.57 -0.34
H 2.57 -4.82 1.34
H 4.29 -5.12 1.09
H 3.18 -5.33 -0.24
H -0.49 -2.05 -4.45
H -0.28 -3.53 -5.37
H 1.13 -2.68 -4.76
H -2.06 -3.29 -2.84
H -1.51 -4.78 -2.06
H -1.84 -4.75 -3.79
H 1.86 -4.91 -3.75
H 0.37 -5.66 -4.30
H 0.80 -5.75 -2.59
H -4.43 2.58 -0.13
H -4.22 4.73 -0.08
H -3.93 5.62 1.41
H -4.67 4.03 1.49
H -1.86 5.06 -0.69
H -0.53 4.57 0.36
H -1.55 5.94 0.81
H -2.93 3.36 3.14
H -2.23 4.98 3.03
H -1.21 3.56 2.80
C 5.02 1.55 0.64
C 3.89 1.94 1.55
C 3.49 1.09 2.59
C 2.47 1.42 3.48
C 2.09 0.51 4.61
C 1.78 2.62 3.24
C 2.19 3.52 2.24
C 1.56 4.87 2.14
C 3.23 3.15 1.39
H 5.95 1.93 1.04
H 4.89 1.97 -0.36
H 5.11 0.47 0.56
H 3.98 0.13 2.70
H 2.68 0.76 5.49
H 2.29 -0.53 4.37
H 1.04 0.61 4.89
H 0.93 2.88 3.87
H 2.12 5.56 2.78
H 0.53 4.87 2.49
H 1.59 5.26 1.12
H 3.54 3.84 0.61



[8]
10
Properties=species:S:1:pos:R:3 method="wB97M-V/def2-TZVPD" total_charge=+1 e_above_lowest_kcal_mol=0.0 multiplicity=3 homo_energy_ha="-0.4853 / -0.6109"
H 0.92 -1.40 1.02
F -0.60 1.72 -0.65
O 0.18 0.46 1.05
O 0.50 -0.92 -0.75
C -0.89 0.60 0.19
C -0.83 -0.71 -0.51
C 1.13 -0.38 0.40
H -1.80 0.85 0.73
H -1.50 -1.00 -1.31
Ag 2.88 0.78 -0.16



no.,F_max (eV/A)
1,1.1
2,2.0
3,1.8
4,1.7
5,5.2
6,1.0
7,0.6
8,5.2